A molecular structure, C19H45LiN3O9 in a non-equilibrium geometry. Source: OMol25; level of theory: ωB97M-V with the def2-TZVPD basis set.

Element x y z (Å)
O: 17.4043 1.3262 -19.7456
H: 21.8587 -6.3421 -25.8426
C: 22.4156 -3.0006 -18.6569
H: 20.0803 -6.3877 -26.0643
C: 21.6727 1.0045 -21.8523
H: 19.6506 -4.8047 -20.1132
H: 22.9235 -2.6355 -19.5496
H: 21.9411 -3.9312 -18.9682
C: 21.5068 -6.6890 -17.0895
H: 21.2812 1.1334 -22.8613
C: 22.9639 0.2114 -21.8282
N: 19.9015 -6.1866 -21.7023
H: 25.7718 0.7620 -23.6627
O: 18.8878 -2.7524 -18.9768
H: 18.5702 -2.9230 -16.9538
H: 17.1642 1.0568 -17.7227
H: 25.2494 -0.8002 -23.1319
H: 25.2434 -4.6828 -16.3007
H: 19.8535 -8.6221 -24.0832
H: 21.3064 -6.1709 -16.1517
H: 21.8708 1.9891 -21.4288
H: 15.6648 1.4918 -18.5623
C: 19.9233 -7.5813 -22.1228
H: 23.0042 -3.5420 -16.7556
C: 19.6474 1.2778 -20.6279
H: 22.1100 -1.2424 -17.7934
N: 21.5073 -1.8736 -18.3016
H: 24.2305 -2.4891 -17.5709
O: 23.8527 0.7197 -22.8468
C: 20.4916 -2.7406 -22.5659
C: 20.5263 -2.1178 -17.2202
O: 20.8328 -6.7033 -24.1854
C: 20.6490 -6.6192 -19.3894
H: 18.2999 -0.4648 -20.2200
C: 18.5834 0.5226 -19.8556
C: 20.9393 -6.8776 -25.6057
H: 18.8825 -7.1403 -23.9522
H: 20.5678 -7.7003 -19.5021
C: 19.6303 -5.8753 -20.3170
Li: 20.4359 -1.9493 -20.0727
C: 17.5736 -3.3282 -19.2480
O: 19.5997 -2.0355 -22.0819
H: 20.2856 -0.3849 -21.6702
H: 19.0650 0.3090 -18.9013
C: 23.5788 -3.3578 -17.6634
H: 21.6477 -6.2896 -19.6760
H: 18.6486 -6.2368 -20.0108
H: 17.3060 -3.1566 -20.2907
H: 22.8016 -0.8438 -22.0476
H: 25.8825 -5.7078 -17.5899
H: 20.9206 -2.4941 -16.2762
H: 26.1908 -3.9932 -17.6704
C: 19.8261 -7.6112 -23.6764
H: 19.1277 -8.1987 -21.7058
H: 20.0030 -1.1890 -16.9930
H: 23.4082 0.1899 -20.8330
O: 21.3408 -3.0978 -21.8102
H: 19.5614 -4.1533 -17.5518
H: 16.3642 -0.1326 -18.7247
H: 20.0246 2.1072 -20.0297
O: 20.4568 -6.2279 -18.0244
H: 17.4872 -4.3988 -19.0621
O: 24.2227 -4.5482 -18.0516
C: 25.1916 0.2606 -22.8881
H: 19.1686 -5.7977 -22.2781
N: 20.6751 0.2967 -21.0348
O: 20.2612 -3.3785 -23.6231
C: 25.4483 -4.7325 -17.3701
H: 25.6614 0.6007 -21.9652
H: 16.8142 -2.8237 -18.6507
H: 21.4844 -7.7664 -16.9262
H: 19.2281 1.6838 -21.5485
H: 20.9546 -7.8936 -26.0001
C: 19.3774 -3.0852 -17.6680
C: 16.5950 0.9296 -18.6435
H: 22.5179 -6.4339 -17.4069
H: 20.8618 -8.0023 -21.7622

Summary:
Total charge: -1
Calculated total energy, Eh: -1599.77400
Multiplicity: 1

A single C5H9N3O molecule. Source: OMol25; level of theory: ωB97M-V with the def2-TZVPD basis set.

Element x y z (Å)
H: 3.0839 1.1597 -0.5430
H: -2.2112 1.2522 1.1819
H: 0.2366 -2.4671 0.7138
C: 1.1282 0.2341 -0.6077
N: 0.5271 -1.4996 0.5934
H: -2.8304 -1.4609 -0.9584
H: 0.3760 0.2012 -1.3885
H: 1.8323 1.9480 0.4193
C: 1.5178 -1.0442 -0.1383
N: -1.8886 -1.4290 -0.5702
C: -0.3132 -0.2406 0.7998
O: -0.1755 0.4277 1.8267
N: -2.4887 0.6716 0.4027
H: -3.4701 0.6148 0.1870
C: 2.0228 1.4300 -0.5296
C: -1.6733 -0.3876 0.1373
H: 2.4858 -1.5429 -0.1836
H: 1.8404 2.1326 -1.3426

Summary:
SMILES: [H]/N=C(\N)C(=O)N/C=C/C
Calculated total energy, Eh: -435.34324
Multiplicity: 1

A molecular structure, C35H28MoN3O2S in a non-equilibrium geometry. Source: OMol25; level of theory: ωB97M-V with the def2-TZVPD basis set.

Element x y z (Å)
H: -2.1930 4.7716 3.2854
C: 4.3339 -0.4724 0.0638
C: -3.7490 -3.6734 -1.6551
H: -1.7666 -0.4360 0.3946
C: 3.1103 -0.4009 4.0584
C: -1.0585 -0.1412 -2.7867
C: 3.0609 -0.0978 0.4247
H: 3.7729 -0.6792 4.8420
H: -1.9383 -0.0268 -4.7031
H: 2.3969 1.7930 -5.5535
S: -0.7900 2.5019 -0.8387
H: 0.0577 1.0603 -5.8134
C: -1.7119 3.6620 1.5631
H: -1.8622 -2.8386 -1.9876
H: -2.6991 -3.5615 2.0865
C: -2.4313 4.6359 2.2414
H: -5.0086 -4.1199 1.4312
C: -4.6819 -3.9328 -0.6977
H: -3.9305 6.2183 2.0909
C: 1.0810 0.6720 -2.5630
H: 0.3769 -2.0462 2.1205
H: -5.6919 -4.1486 -1.0384
C: 4.9423 -0.6431 2.3738
C: 2.2113 0.7916 -1.7514
C: -3.4966 5.2708 0.1859
H: 4.2522 1.5265 -1.7817
H: 4.6177 -0.6113 -0.9941
C: 0.9134 0.1163 3.2416
H: 4.2995 2.0868 -3.9553
H: -1.9866 -0.4369 -2.3314
H: -4.0183 -3.8053 -2.7003
H: 0.6097 -4.0190 -0.5500
C: -0.4528 -2.6933 1.9653
C: 0.3676 -2.9551 -0.4984
C: -1.8108 3.5017 0.1784
C: -0.8084 -0.9949 0.3780
H: -0.3160 -3.8144 2.2059
C: 2.6665 -0.1033 1.7429
C: -3.3135 5.4427 1.5521
H: -1.2062 -2.3100 2.6851
C: -4.3516 -3.8640 0.6686
Mo: 0.1088 0.5416 0.1678
H: -0.1594 0.3225 3.3582
H: -2.8144 4.2584 -1.5524
H: 5.7240 -0.8023 3.1671
C: -0.7695 -2.5137 0.4638
H: -4.1487 5.8948 -0.4043
C: -3.0909 -3.4694 1.0749
C: -2.1166 -3.1087 0.0879
C: 3.3402 1.3107 -2.3408
C: 5.2767 -0.7837 1.0920
H: 1.3218 -0.2795 5.2564
C: 3.4032 1.6857 -3.6950
O: 0.0024 3.0258 3.1292
C: 1.7660 -0.1495 4.3090
N: -0.0281 0.1092 -2.0048
C: 0.0100 0.7563 -4.7576
N: 2.0209 0.3222 -0.4249
C: -2.5319 -3.1840 -1.2484
C: 2.3886 1.4300 -4.5316
C: -1.0797 0.2023 -4.1133
C: -0.7149 2.7745 2.2178
H: 6.3054 -1.0090 0.8956
N: 1.3203 0.0648 1.9807
H: 1.2391 -2.3821 -0.2521
H: 0.1005 -2.6098 -1.5550
C: 3.5832 -0.3813 2.7374
C: 1.1877 0.9397 -3.9241
C: -2.6934 4.3563 -0.4847
O: -0.7487 1.4527 1.7705

Summary:
Total charge: +1
Calculated total energy, Eh: -2131.46865
Multiplicity: 1

A molecular structure, C3H10Cl3MnN2O2 in a non-equilibrium geometry. Source: OMol25; level of theory: ωB97M-V with the def2-TZVPD basis set.

Element x y z (Å)
H: -1.3975 1.3801 -2.9739
O: -0.4791 0.7883 2.3123
C: -1.0965 -0.1876 1.6855
H: 2.6351 0.9860 1.6118
Cl: -2.7170 -0.1436 3.8754
Cl: -1.9739 -2.5864 2.5130
H: 2.5520 -0.6635 1.5494
H: -0.6194 1.4948 -1.3655
H: -2.4292 1.6019 -1.5812
C: -2.3003 -0.8505 2.2888
H: 2.7162 0.1221 -2.4383
N: 2.5983 0.1839 0.9649
C: -1.5082 1.0657 -1.8500
H: -1.6257 0.0037 -1.5660
Mn: 0.9219 0.3013 -0.2316
H: 1.2927 -0.5347 -2.8949
O: -0.6457 -0.5817 0.5157
N: 1.9420 -0.4658 -2.0993
Cl: -3.6949 -0.6558 1.1993
H: 2.3291 -1.4129 -1.9824
H: 3.4992 0.1557 0.4679

Summary:
Total charge: -1
Calculated total energy, Eh: -2911.84595
Multiplicity: 6

A molecular structure, C18H38N5O2SSiY in a non-equilibrium geometry. Source: OMol25; level of theory: ωB97M-V with the def2-TZVPD basis set.

Element x y z (Å)
H: 5.5694 -0.3987 4.0321
C: -1.3132 -2.9858 -1.7087
H: 3.6248 -0.5705 3.2602
H: -3.5317 0.4923 2.1472
H: -2.1099 -0.9779 -3.3778
C: -0.9889 4.0145 -3.4326
H: -3.7010 -3.9795 -0.6721
N: 7.1009 -0.4521 1.1986
H: 4.7214 -0.3030 0.5497
C: -0.9115 -1.6544 1.4558
H: 4.0962 1.8180 3.1301
H: -3.8552 2.5030 -3.3567
C: 2.4561 0.7201 -0.6774
O: 1.3800 0.1086 -0.9793
H: -0.5621 -1.5865 2.4903
H: 6.9309 -0.5026 0.2084
H: -2.7696 -2.5128 -3.9495
C: 3.3833 2.2997 1.1773
H: -1.9431 0.9642 1.5034
C: -2.4914 0.1802 2.0538
H: -3.8641 -1.2885 -3.3152
C: 6.0732 -0.3982 2.0531
H: 7.2569 -0.4715 3.7163
H: -4.7788 -3.1112 -1.7737
C: 2.3153 2.0647 0.0831
H: 2.4955 2.8134 -0.6944
C: -4.7492 -0.3204 -0.4832
C: -1.5796 4.9907 -4.1629
N: -1.8272 2.9866 -3.0707
H: -0.5262 -2.2181 -1.7386
O: 3.5851 0.3462 -0.9784
C: -3.7654 -3.4951 -1.6475
C: 3.3458 1.4177 2.4454
H: -0.8082 -2.6934 1.1464
C: -3.0379 3.1882 -3.5262
C: -2.7184 -2.3801 -1.7991
H: 8.0503 -0.5408 1.5149
Y: -0.9185 0.8804 -1.3168
H: -1.1347 5.8872 -4.5605
Si: -2.9920 -1.0332 -0.4457
H: 4.3641 2.2329 0.7067
C: -2.8807 -1.7425 -3.1830
H: 0.8280 1.7624 1.4499
H: -5.1530 -0.2831 -1.4957
H: -3.6011 -4.2601 -2.4113
H: -4.2882 -1.8849 2.1826
H: -5.4184 -0.9545 0.1042
N: 0.9352 2.2697 0.5755
H: -1.1508 -3.6567 -2.5559
H: 0.0480 3.9900 -3.1333
C: 3.6118 -0.0892 2.2812
H: 2.8113 -0.5530 1.7047
N: 4.8483 -0.3692 1.5682
C: -2.3726 -1.1927 1.3824
H: -0.2425 -1.0428 0.8323
H: -1.1898 -3.5751 -0.8006
C: -3.2420 -2.1924 2.1619
H: -3.1850 -3.1926 1.7300
H: -4.8033 0.6849 -0.0658
N: 6.3199 -0.3723 3.3660
H: -2.8944 -2.2563 3.1971
S: -3.2322 4.6258 -4.4134
H: -2.0736 0.1304 3.0625
H: 0.8139 3.2521 0.8006
H: 3.2629 3.3315 1.5149
H: 2.3771 1.5366 2.9393

Summary:
Total charge: +2
Calculated total energy, Eh: -1858.51115
Multiplicity: 1

2 unconnected molecules or ions with the total composition C4H11NO in a non-equilibrium geometry. Source: OMol25; level of theory: ωB97M-V with the def2-TZVPD basis set.

Element x y z (Å)
H: -0.7524 -2.0870 0.0904
O: -2.2138 0.2460 -1.3291
H: -1.4840 1.2411 1.1784
C: 2.4140 0.0056 0.5101
C: -1.7887 0.2021 1.0320
H: -2.8851 0.1371 1.3253
H: -0.6954 -1.4852 -1.6500
H: -1.4531 -0.5376 1.8296
H: 3.8711 1.2293 1.3114
H: 2.7769 2.1401 0.0909
H: 2.7120 -0.6078 -0.2956
C: -1.6545 -0.2698 -0.3832
H: 4.0180 1.1499 -0.4007
C: 3.3188 1.2287 0.3950
N: -0.8694 -1.4049 -0.6211
H: 2.4784 -0.3543 1.5365
H: 1.3277 0.2140 0.6659

Summary:
SMILES: CC(N)=O.CC
Calculated total energy, Eh: -288.97064
Multiplicity: 1

A single C3H4F2N2 molecule in a non-equilibrium geometry. Source: OMol25; level of theory: ωB97M-V with the def2-TZVPD basis set.

Element x y z (Å)
H: 2.4027 1.3702 -0.4872
C: -0.6323 -0.5099 0.0987
F: -2.0503 1.3230 -0.1607
C: -2.0290 0.0525 0.2621
F: -2.8553 -0.6699 -0.5033
H: -0.5359 -1.6034 0.1127
N: 1.6139 -0.4553 -0.0013
C: 2.5712 0.3081 -0.2942
N: 0.4067 0.2608 0.0983
H: -2.4381 0.0037 1.2846
H: 3.5463 -0.0797 -0.4096

Summary:
SMILES: C=N/N=C/C(F)F
Calculated total energy, Eh: -425.88833
Multiplicity: 1

6 unconnected molecules or ions with the total composition H11O6 in a non-equilibrium geometry. Source: OMol25; level of theory: ωB97M-V with the def2-TZVPD basis set.

Element x y z (Å)
H: -0.1735 0.3892 2.5090
O: 0.5545 2.0782 -2.7592
H: 0.0547 1.9161 -1.9383
H: -0.5031 0.2010 -0.2849
O: -0.7390 1.1348 -0.2543
H: 0.1041 1.4777 -3.3656
H: 1.2584 -1.7218 2.2702
H: -1.1433 1.3523 3.1771
H: -1.1993 -2.4610 0.3016
O: 0.4083 -1.2591 2.3382
H: 0.6843 -1.5870 -1.7862
O: 0.9708 -1.0370 -2.5219
H: -0.4299 1.5018 0.5854
O: -0.6024 -1.7046 0.1640
H: 1.1954 -0.1425 -2.2505
H: 0.0273 -1.4595 1.3248
O: -0.4673 1.3216 2.4906

Summary:
Calculated total energy, Eh: -457.92160
Multiplicity: 2

A molecular structure, C27H25F5N3OReSe in a non-equilibrium geometry. Source: OMol25; level of theory: ωB97M-V with the def2-TZVPD basis set.

Element x y z (Å)
F: -1.6139 5.1442 1.1551
H: -5.7857 0.0707 0.7576
Se: 0.1363 1.6566 -2.3041
H: -3.2185 -1.7558 -2.9217
H: -0.0774 1.2959 4.8312
C: -1.9906 -3.6268 0.8938
F: -1.5993 2.6801 0.0153
H: 5.1260 -0.6480 -1.4799
H: -3.0149 -0.0620 -3.3330
H: 3.8313 0.5503 2.4225
H: 2.0698 1.0017 3.6440
C: 1.1252 0.4822 1.7892
C: -4.7514 0.0001 0.4469
N: 2.0258 -0.1279 -0.3384
C: -1.1915 -3.3169 -0.3600
C: -3.0964 -0.4402 -1.2306
H: -2.2084 -2.7174 1.4577
C: 3.0117 -0.4389 -1.1959
H: -1.4771 -4.3335 1.5425
C: 1.1466 5.5091 -1.1725
C: 1.0767 -3.1136 0.5404
C: 0.2066 3.2902 -1.3650
H: -3.9680 0.5549 2.3735
H: 1.6213 -1.1904 -2.6860
H: 1.3912 -4.5405 -1.0582
H: -0.8249 -4.2326 -0.8231
H: -2.2152 0.9578 3.6352
Re: -0.0565 -0.2727 -0.7657
C: -3.7309 0.2728 1.3578
C: 1.1378 4.2534 -1.7539
C: -2.7143 -0.8357 -2.6232
C: 2.6587 -0.8439 -2.5914
H: 5.6687 0.0026 0.8530
C: -0.0736 1.0139 3.7861
H: 2.7999 -0.0043 -3.2771
C: -0.7162 3.6145 -0.3725
H: -5.2095 -0.5769 -1.5693
N: -0.0617 0.3067 1.1603
C: -0.7324 4.8602 0.2140
C: 2.3086 0.2257 0.9470
C: 1.1367 0.8468 3.1218
H: 0.6813 -3.8141 1.2733
C: 3.6068 0.2809 1.4004
C: 4.3423 -0.3897 -0.7804
C: 0.1976 5.8161 -0.1984
C: -2.4255 0.1835 0.9343
H: -2.9341 -4.0869 0.6001
C: 1.9616 -3.8278 -0.4634
F: 2.0234 3.9410 -2.6909
C: 4.6402 -0.0290 0.5173
C: -4.4344 -0.3568 -0.8473
F: 2.0384 6.4046 -1.5292
H: 1.6319 -2.3504 1.0824
H: -1.8119 -2.7944 -1.0863
N: -2.1241 -0.1703 -0.3460
C: -1.2766 0.8186 3.1184
C: -1.2540 0.4564 1.7845
H: 2.7270 -4.3907 0.0701
H: -1.6324 -0.9934 -2.7366
H: 3.3066 -1.6487 -2.9389
O: -0.0501 -2.4422 -0.0989
H: 2.4499 -3.1210 -1.1339
F: 0.1858 7.0016 0.3460

Summary:
Total charge: +3
Calculated total energy, Eh: -4261.42713
Multiplicity: 4

A molecular structure, C12H18O7Pt in a non-equilibrium geometry. Source: OMol25; level of theory: ωB97M-V with the def2-TZVPD basis set.

Element x y z (Å)
C: -0.7449 -0.1650 -0.5036
H: -3.6601 2.9631 -0.3881
H: 2.5833 -1.3580 -0.7383
H: -2.6982 2.5453 1.2143
O: -1.1784 -2.2408 -3.1462
H: 3.8706 0.3375 1.5433
H: 1.7582 -1.1334 -2.2336
H: -2.6006 -1.2536 2.6486
C: -1.6507 2.1630 -0.6615
O: -0.9841 -0.3066 -1.8909
H: 2.2747 1.6535 0.7363
H: -1.0269 1.2742 1.1727
C: 0.4837 -1.0800 -0.4256
O: -2.9081 -1.8916 1.9855
H: 0.2861 1.7092 0.0450
H: 1.4675 1.3225 -1.5811
H: 1.4113 -3.3906 1.4550
C: -2.7673 2.7127 0.1534
H: 3.0188 0.7309 -2.0512
O: -1.9442 -1.9316 0.9228
H: 0.2214 -2.4876 2.5905
H: -2.6805 -0.0540 0.6634
O: -1.6256 3.4611 -0.2678
C: 2.2831 0.6854 -1.2555
O: 3.7553 0.1797 0.6042
H: 3.6202 2.0001 -0.2881
C: -2.1237 -0.7725 0.0719
C: -0.7979 -1.6554 -2.1760
H: -2.7764 -1.0156 -0.7600
H: -1.8533 1.9247 -1.6824
Pt: -0.3784 -0.2092 2.3184
C: 2.9588 1.1909 0.0140
C: 1.7963 -0.7711 -1.2143
C: -0.6855 1.2308 0.0808
C: 0.9839 -1.2954 0.9812
O: -0.0572 -2.1866 -1.1176
H: 1.4847 -0.4185 1.4733
C: 0.8840 -2.4671 1.7069

Summary:
Total charge: +2
Calculated total energy, Eh: -1112.90378
Multiplicity: 1